1.
{
  "formula": "C5H14N2",
  "method": "ωB97M-V/def2-TZVPD",
  "total_energy_ha": -308.228207,
  "symbols": ["C", "C", "C", "N", "N", "H", "H", "H", "H", "H", "H", "H", "H", "C", "C", "H", "H", "H", "H", "H", "H"],
  "positions_angstrom": [[1.014, 1.497, 0.152], [-1.971, -0.079, -0.527], [-1.129, -0.195, 0.707], [0.059, 2.511, 0.056], [-1.463, 0.382, 1.783], [-0.230, 2.752, -0.882], [-0.711, 2.428, 0.710], [-0.846, 0.162, 2.567], [1.891, 1.736, -0.440], [1.302, 1.289, 1.179], [-2.196, -1.070, -0.921], [-2.893, 0.465, -0.322], [-1.419, 0.437, -1.315], [1.545, -1.256, -0.816], [0.818, -2.180, -0.032], [1.246, 0.050, -0.409], [1.355, -1.289, -1.886], [2.617, -1.203, -0.639], [0.082, -2.826, -0.492], [1.244, -2.557, 0.890], [-0.315, -1.053, 0.639]]
}

2.
{
  "formula": "C5H14N2",
  "method": "ωB97M-V/def2-TZVPD",
  "total_energy_ha": -308.197918,
  "symbols": ["C", "N", "C", "C", "C", "C", "N", "H", "H", "H", "H", "H", "H", "H", "H", "H", "H", "H", "H", "H", "H"],
  "positions_angstrom": [[-1.444, -0.704, -0.584], [-0.082, -0.492, -0.319], [0.752, -1.420, -1.101], [-3.069, 0.585, 1.257], [0.603, 0.533, 0.256], [1.867, 1.024, -0.249], [3.182, 0.283, 0.117], [-1.729, -1.737, -0.368], [-2.436, 0.135, 0.414], [-1.729, -0.273, -1.546], [1.773, -1.026, -1.100], [0.736, -2.375, -0.581], [0.441, -1.481, -2.163], [-2.295, 0.952, 1.939], [-3.737, 1.292, 0.761], [-3.633, -0.096, 1.910], [0.093, 0.773, 1.173], [2.021, 2.042, 0.125], [1.969, 1.092, -1.365], [3.830, 1.012, 0.417], [2.886, -0.119, 1.005]]
}

3.
{
  "formula": "C5H14N2",
  "method": "ωB97M-V/def2-TZVPD",
  "total_energy_ha": -307.781627,
  "smiles": "C=[NH+]CC[C@@H](C)[NH3+]",
  "total_charge": 2,
  "symbols": ["C", "N", "C", "C", "C", "C", "N", "H", "H", "H", "H", "H", "H", "H", "H", "H", "H", "H", "H", "H", "H"],
  "positions_angstrom": [[-0.353, -3.387, -0.340], [-0.562, -2.146, -0.140], [0.524, -1.174, 0.136], [0.359, 0.199, -0.533], [-0.120, 1.347, 0.364], [1.039, 2.067, 1.045], [-0.810, 2.390, -0.511], [-1.206, -4.028, -0.529], [0.643, -3.811, -0.345], [-1.467, -1.765, -0.415], [1.458, -1.635, -0.166], [0.554, -1.055, 1.215], [-0.316, 0.088, -1.392], [1.330, 0.480, -0.947], [-0.879, 1.119, 1.110], [1.647, 1.364, 1.615], [0.699, 2.884, 1.678], [1.716, 2.463, 0.278], [-0.242, 2.740, -1.292], [-1.730, 2.107, -0.861], [-1.007, 3.237, 0.038]]
}

4.
{
  "formula": "C5H14N2O",
  "method": "ωB97M-V/def2-TZVPD",
  "total_energy_ha": -383.509081,
  "multiplicity": 2,
  "s2": 0.7541,
  "total_charge": -1,
  "symbols": ["C", "O", "C", "C", "C", "C", "N", "N", "H", "H", "H", "H", "H", "H", "H", "H", "H", "H", "H", "H", "H", "H"],
  "positions_angstrom": [[0.218, -1.524, 0.277], [3.055, -0.101, 0.843], [0.165, -0.525, -0.839], [-0.141, -0.053, 0.545], [-1.577, 0.057, 1.111], [-3.286, 0.354, -0.498], [-2.508, -0.591, 0.218], [1.413, -0.120, -1.460], [-0.549, -2.286, 0.177], [1.173, -1.891, 0.615], [3.977, -0.046, 1.111], [-0.638, -0.589, -1.565], [3.838, 2.595, 0.377], [0.623, 0.603, 0.944], [-1.844, 1.110, 1.258], [-1.558, -0.425, 2.093], [-3.958, -0.104, -1.228], [-3.924, 0.975, 0.154], [-2.681, 1.107, -1.041], [4.308, 2.265, -0.121], [2.205, -0.055, -0.776], [1.689, -0.756, -2.194]]
}

5.
{
  "formula": "C5H14N2O",
  "method": "ωB97M-V/def2-TZVPD",
  "total_energy_ha": -383.559689,
  "smiles": "C=CC[C@H](N)CN.O",
  "symbols": ["C", "C", "C", "C", "N", "C", "N", "H", "H", "H", "H", "H", "H", "H", "H", "H", "H", "H", "H", "O", "H", "H"],
  "positions_angstrom": [[0.964, 2.294, -1.119], [1.322, 1.260, -0.310], [0.599, 1.082, 0.978], [-0.535, 0.087, 0.930], [-1.511, 0.274, 1.967], [0.089, -1.349, 1.040], [-0.644, -2.339, 0.044], [0.342, 3.080, -0.938], [1.563, 2.426, -1.939], [2.329, 0.729, -0.492], [1.325, 1.006, 1.837], [0.064, 2.085, 1.213], [-1.014, -0.045, -0.037], [-1.114, 0.463, 2.930], [-2.187, -0.529, 1.990], [-0.119, -1.768, 2.055], [1.177, -1.213, 0.847], [-0.080, -3.078, -0.078], [-1.012, -1.892, -0.835], [-0.559, -0.738, -3.007], [-0.359, -1.621, -3.362], [-0.640, -0.215, -3.714]]
}

6.
{
  "formula": "C5H14N2O",
  "method": "ωB97M-V/def2-TZVPD",
  "total_energy_ha": -383.544462,
  "smiles": "C[C@H](O)CCNCN",
  "symbols": ["C", "C", "O", "C", "C", "N", "C", "N", "H", "H", "H", "H", "H", "H", "H", "H", "H", "H", "H", "H", "H", "H"],
  "positions_angstrom": [[0.530, 2.948, 0.869], [0.568, 1.852, -0.216], [-0.186, 2.388, -1.431], [0.170, 0.470, 0.202], [0.961, -0.716, -0.476], [0.580, -2.040, -0.043], [-0.742, -2.618, -0.534], [-2.040, -2.456, 0.303], [0.110, 4.008, 0.833], [0.361, 2.522, 1.900], [1.500, 3.177, 1.043], [1.551, 1.811, -0.794], [-0.765, 3.061, -1.305], [0.004, 0.260, 1.271], [-0.885, 0.505, -0.350], [2.064, -0.664, -0.141], [1.042, -0.583, -1.619], [0.793, -2.312, 0.960], [-0.889, -2.207, -1.512], [-0.349, -3.718, -0.516], [-2.525, -3.365, 0.250], [-1.853, -2.323, 1.306]]
}

7.
{
  "formula": "C5H14N2O",
  "method": "ωB97M-V/def2-TZVPD",
  "total_energy_ha": -383.632139,
  "smiles": "CC[C@@H](CN)NCO",
  "symbols": ["C", "C", "C", "C", "N", "N", "C", "O", "H", "H", "H", "H", "H", "H", "H", "H", "H", "H", "H", "H", "H", "H"],
  "positions_angstrom": [[-0.942, 0.021, 2.036], [-0.706, 0.620, 0.642], [0.174, -0.266, -0.277], [-0.480, -1.564, -0.748], [-0.645, -2.653, 0.219], [0.573, 0.478, -1.481], [1.710, 1.332, -1.317], [1.482, 2.558, -0.619], [-1.369, 0.784, 2.707], [-1.635, -0.806, 2.017], [-0.007, -0.211, 2.550], [-1.644, 0.695, 0.144], [-0.211, 1.564, 0.812], [1.069, -0.498, 0.294], [0.182, -1.933, -1.518], [-1.421, -1.387, -1.279], [-1.433, -2.481, 0.815], [0.169, -2.688, 0.819], [-0.155, 1.063, -1.889], [2.472, 0.794, -0.750], [2.155, 1.602, -2.282], [0.662, 2.978, -0.893]]
}

8.
{
  "formula": "C5H14N2O",
  "method": "ωB97M-V/def2-TZVPD",
  "total_energy_ha": -383.533164,
  "symbols": ["C", "C", "C", "N", "H", "H", "H", "H", "H", "H", "H", "H", "C", "N", "C", "O", "H", "H", "H", "H", "H", "H"],
  "positions_angstrom": [[-1.898, 1.397, -1.480], [-1.517, 1.419, -0.014], [0.816, 1.818, 0.528], [-0.351, 2.285, 0.226], [-2.055, 2.405, -1.867], [-1.130, 0.852, -2.026], [-2.814, 0.812, -1.573], [-2.343, 1.786, 0.604], [-1.242, 0.431, 0.335], [1.562, 2.584, 0.692], [0.904, 0.723, 0.613], [-0.403, 3.240, -0.081], [0.056, -2.431, 1.394], [1.322, -2.284, 0.695], [1.157, -1.682, -0.630], [0.627, -0.402, -0.669], [-0.421, -1.461, 1.591], [0.153, -2.951, 2.346], [-0.614, -2.995, 0.743], [1.975, -1.718, 1.223], [0.471, -2.353, -1.174], [2.141, -1.691, -1.120]]
}

9.
{
  "formula": "C5H14N2O",
  "method": "ωB97M-V/def2-TZVPD",
  "total_energy_ha": -383.548466,
  "smiles": "CC(C)C.NCN=O",
  "symbols": ["C", "C", "C", "C", "H", "H", "H", "H", "H", "H", "H", "H", "H", "H", "N", "C", "N", "O", "H", "H", "H", "H"],
  "positions_angstrom": [[-2.150, -0.225, 0.866], [-1.175, 0.242, -0.200], [-0.179, 1.372, 0.476], [-1.881, 0.864, -1.395], [-2.802, -1.008, 0.475], [-1.605, -0.635, 1.717], [-2.771, 0.605, 1.208], [-0.603, -0.622, -0.551], [0.254, 1.138, 1.446], [-0.883, 2.179, 0.716], [0.530, 1.760, -0.246], [-1.166, 1.157, -2.163], [-2.584, 0.160, -1.842], [-2.439, 1.749, -1.085], [3.503, -0.688, -0.173], [2.124, -1.106, -0.161], [1.540, -0.709, 1.115], [0.785, -1.507, 1.638], [3.930, -0.840, -1.078], [4.038, -1.166, 0.539], [1.947, -2.180, -0.369], [1.585, -0.539, -0.932]]
}

10.
{
  "formula": "C5H14N2O",
  "method": "ωB97M-V/def2-TZVPD",
  "total_energy_ha": -383.329372,
  "multiplicity": 2,
  "s2": 0.7639,
  "total_charge": 1,
  "symbols": ["C", "C", "C", "C", "N", "C", "N", "H", "H", "H", "H", "H", "H", "H", "H", "H", "H", "H", "H", "H", "H", "O"],
  "positions_angstrom": [[0.914, -2.750, 1.475], [0.130, -1.962, 0.431], [1.025, -1.002, -0.342], [0.272, -0.142, -1.382], [0.945, 2.606, -0.995], [-0.169, 2.052, -0.535], [-0.566, 0.797, -0.695], [1.301, -2.080, 2.241], [0.279, -3.485, 1.965], [1.760, -3.272, 1.024], [-0.358, -2.656, -0.258], [-0.652, -1.386, 0.931], [1.782, -1.567, -0.893], [1.569, -0.346, 0.344], [-0.359, -0.772, -2.014], [0.982, 0.322, -2.077], [1.758, 2.026, -1.201], [1.180, 3.508, -0.610], [-0.838, 2.706, 0.018], [-1.865, 0.573, 0.734], [-3.088, 0.050, 1.561], [-2.352, 0.686, 1.558]]
}

11.
{
  "formula": "C5H14N2O",
  "method": "ωB97M-V/def2-TZVPD",
  "total_energy_ha": -383.314793,
  "multiplicity": 2,
  "s2": 0.7594,
  "total_charge": 1,
  "symbols": ["C", "C", "C", "N", "C", "C", "N", "H", "H", "H", "H", "H", "H", "H", "H", "H", "H", "H", "H", "H", "H", "O"],
  "positions_angstrom": [[0.630, -0.370, -1.548], [-0.883, -0.320, -1.301], [-1.282, 0.502, -0.017], [0.833, 2.022, 2.637], [-0.174, 1.294, 2.003], [-0.339, 1.432, 0.655], [1.118, -1.515, -2.310], [1.087, -0.352, -0.563], [0.985, 0.610, -2.035], [-1.167, -1.370, -1.527], [-1.302, 0.355, -2.073], [-2.064, 1.168, -0.288], [-1.662, -0.246, 0.684], [0.970, 3.018, 2.422], [0.736, 1.941, 3.656], [-0.526, 0.416, 2.521], [0.326, 2.053, 0.101], [1.467, -1.327, -3.228], [1.798, -1.958, -1.717], [0.261, -3.025, 0.997], [-0.553, -2.108, 0.014], [-0.259, -2.221, 0.917]]
}

Energy relative to the best compared isomer or geometry (same formula, charge and spin) values (in kcal per mole) by entry order: 122.3 141.3 4.3 60.6 88.5 98.0 43.0 105.1 95.5 29.0 38.2.
Molecular weight values (in g mol⁻¹) by entry order: 102.181 102.181 102.181 118.180 118.180 118.180 118.180 118.180 118.180 118.180 118.180.